(1)
A molecular structure, C23H48AlN6O8S in a non-equilibrium geometry. Source: OMol25; level of theory: the ωB97M-V functional and the def2-TZVPD basis.

Last column: Löwdin charge in e.
Positions of all 87 atoms, in Å:
O  4.64214  0.97866  2.73296  -0.12
C  3.53675  0.65156  1.87159  -0.25
C  3.41117  -0.88716  1.64544  -0.18
C  2.36223  -1.18755  0.52725  -0.17
C  0.89012  -0.89102  0.93780  -0.42
C  0.03768  -1.19326  -0.41550  -0.28
O  -1.20365  -1.86043  -0.18600  -0.23
Al  -1.48215  -1.37724  1.56893  0.26
C  -2.90577  -2.26960  2.69540  -0.22
C  -4.23641  -1.39492  2.58307  -0.29
C  -4.40477  -0.37108  3.74015  -0.29
C  -3.44428  0.86570  3.62423  -0.47
S  -4.27984  2.10271  2.55159  0.94
C  -3.16244  2.65245  1.28608  -0.64
N  -2.35370  3.70405  1.24878  0.00
N  -1.70757  3.76579  0.07880  0.01
C  -2.13029  2.71908  -0.63843  -0.17
O  -3.01334  2.02722  0.07328  -0.02
O  0.31323  -1.73455  1.94050  -0.21
H  4.38104  1.64548  3.38322  0.07
H  3.76602  1.10893  0.87363  0.11
H  2.56998  1.09168  2.20280  0.12
H  4.40092  -1.24513  1.26667  0.11
H  3.18616  -1.44305  2.58081  0.11
H  2.61353  -0.51144  -0.33285  0.11
H  2.39679  -2.22508  0.13465  0.12
H  0.70605  0.13049  1.35694  0.10
H  0.68086  -1.59258  -1.23476  0.10
H  -0.28902  -0.16560  -0.77077  0.09
H  -1.46194  0.23490  1.48355  0.03
H  -3.06922  -3.29398  2.29471  0.03
H  -2.61454  -2.41128  3.76915  0.05
H  -4.17008  -0.85201  1.60326  0.08
H  -5.12825  -2.05978  2.49572  0.09
H  -5.44568  0.04096  3.65429  0.08
H  -4.30741  -0.80086  4.76070  0.11
H  -3.34886  1.32034  4.64132  0.07
H  -2.41619  0.60121  3.31277  0.04
H  -1.82581  2.46947  -1.66202  0.13
C  4.76589  0.97684  6.48257  -0.35
O  4.16967  1.35876  7.47142  0.01
N  6.10704  0.81954  6.39849  -0.20
C  6.75737  0.35927  5.18525  -0.06
C  6.91907  1.12152  7.56159  -0.05
H  4.24021  0.72030  5.54782  0.13
H  7.29728  -0.56666  5.39922  0.09
H  7.46178  1.12270  4.84571  0.09
H  6.02814  0.17280  4.39805  0.06
H  6.60871  0.48807  8.39496  0.09
H  6.77122  2.16529  7.84608  0.09
H  7.97110  0.94787  7.34233  0.08
C  -4.99234  -3.62672  -0.29415  -0.34
O  -3.93803  -3.64563  0.30511  0.02
N  -5.25034  -2.82216  -1.34939  -0.19
C  -6.51938  -2.83209  -2.04087  -0.07
C  -4.19938  -1.91608  -1.79280  -0.03
H  -5.84124  -4.27926  -0.01808  0.13
H  -6.35745  -3.09393  -3.09004  0.08
H  -6.97106  -1.83853  -1.98161  0.09
H  -7.19780  -3.55886  -1.59325  0.08
H  -3.31797  -2.49716  -2.06913  0.10
H  -3.93107  -1.25092  -0.97102  0.09
H  -4.53203  -1.32854  -2.64434  0.06
C  -2.78861  -0.14977  -4.88941  -0.35
O  -3.40775  0.21166  -3.90487  -0.01
N  -1.45615  -0.34164  -4.92706  -0.18
C  -0.76522  -0.77168  -6.12714  -0.06
C  -0.68461  -0.10837  -3.71681  -0.03
H  -3.28692  -0.35583  -5.85235  0.13
H  -0.25932  -1.72129  -5.92868  0.09
H  -0.02766  -0.01157  -6.39746  0.04
H  -1.46470  -0.90616  -6.95225  0.08
H  -1.04557  -0.76385  -2.92145  0.08
H  -0.81672  0.92785  -3.39807  0.08
H  0.37103  -0.30289  -3.89914  0.09
C  1.28455  2.57035  -5.88568  -0.33
O  0.73319  1.76231  -6.61205  -0.01
N  2.53284  2.44209  -5.38957  -0.20
C  3.12497  3.44629  -4.52719  -0.05
C  3.30552  1.26082  -5.73040  -0.04
H  0.78531  3.49963  -5.56642  0.14
H  4.03279  3.83378  -4.99549  0.09
H  3.37767  2.99296  -3.56648  0.09
H  2.43163  4.26924  -4.36031  0.09
H  3.42326  1.20560  -6.81432  0.09
H  2.77280  0.36986  -5.39332  0.09
H  4.28482  1.30113  -5.25771  0.09

Computed properties:
E_tot: -2476.29268 hartree
Total charge: -1
E_HOMO: -0.1828 hartree
Maximum force: 2.74 eV Å⁻¹
LUMO energy: 2.0 eV



(2)
6 unconnected molecules or ions with the total composition C23H48FNO7S2. Source: OMol25; level of theory: the ωB97M-V functional and the def2-TZVPD basis.

Last column: Löwdin charge in e.
Positions of all 82 atoms, in Å:
O  3.50584  -0.95382  0.26780  -0.25
S  2.70449  -0.73907  -0.89681  0.58
O  2.95438  0.34408  -1.78787  -0.24
F  2.84429  -2.05590  -1.73074  -0.14
N  1.11639  -0.83552  -0.62059  -0.12
C  0.35557  0.41677  -0.44425  -0.22
C  -1.13402  0.12921  -0.51755  -0.24
C  -1.52860  -0.74228  -1.71453  -0.55
S  -1.90887  -2.47060  -1.32996  0.72
H  0.92579  -1.53002  0.09299  0.12
H  0.66405  1.10257  -1.22901  0.12
H  0.57919  0.88680  0.51575  0.11
H  -1.41905  -0.37547  0.40716  0.09
H  -1.66014  1.07712  -0.54170  0.11
H  -2.40415  -0.33623  -2.21565  0.06
H  -0.72212  -0.77233  -2.44747  0.07
H  -2.01884  -2.38579  -0.00290  -0.16
C  4.80188  0.24560  3.63755  -0.16
C  4.60490  0.11184  5.14865  -0.17
C  3.37601  0.98223  5.37875  -0.20
O  2.59590  0.88767  4.18553  -0.17
C  3.36348  0.26843  3.14243  -0.21
H  5.37904  -0.56323  3.19461  0.11
H  5.29951  1.18905  3.40410  0.12
H  4.38778  -0.92593  5.40954  0.11
H  5.46322  0.43797  5.73395  0.11
H  3.65694  2.02874  5.54014  0.12
H  2.76858  0.65420  6.22337  0.12
H  2.98678  -0.74474  2.97454  0.11
H  3.23389  0.83774  2.22375  0.11
C  -0.30695  2.82463  4.73349  -0.16
C  -1.42729  3.78946  4.34436  -0.16
C  -1.31757  3.79414  2.82510  -0.21
O  -0.84119  2.50035  2.45393  -0.16
C  -0.38660  1.79358  3.61879  -0.20
H  -0.43331  2.38247  5.72044  0.11
H  0.66042  3.33074  4.70761  0.11
H  -2.39198  3.37919  4.65094  0.09
H  -1.32584  4.78350  4.77722  0.11
H  -0.60019  4.54826  2.48401  0.12
H  -2.27425  3.97983  2.33243  0.11
H  -1.11608  1.00841  3.85309  0.11
H  0.57651  1.33180  3.41938  0.09
C  -5.21685  2.50182  3.90791  -0.18
C  -6.54062  1.83587  4.27909  -0.17
C  -6.62786  0.73613  3.22525  -0.20
O  -5.28278  0.35849  2.92669  -0.14
C  -4.37510  1.30862  3.48179  -0.21
H  -4.76732  3.06446  4.72512  0.10
H  -5.36172  3.18140  3.06505  0.12
H  -6.47503  1.39866  5.27758  0.11
H  -7.39494  2.51024  4.25756  0.11
H  -7.10582  1.10269  2.31060  0.12
H  -7.17077  -0.14510  3.56797  0.12
H  -3.87140  0.85062  4.34191  0.12
H  -3.61894  1.56518  2.73656  0.11
C  -2.85530  -2.96594  -6.92216  -0.17
C  -3.15640  -4.15809  -6.01442  -0.17
C  -2.93835  -3.55422  -4.63290  -0.23
O  -3.29576  -2.17340  -4.74278  -0.16
C  -3.44402  -1.81487  -6.11587  -0.21
H  -3.29306  -3.04864  -7.91581  0.11
H  -1.77647  -2.83947  -7.03334  0.11
H  -4.19622  -4.46968  -6.13327  0.11
H  -2.51854  -5.02106  -6.19892  0.11
H  -1.88827  -3.62220  -4.32909  0.11
H  -3.54829  -4.01395  -3.85576  0.11
H  -4.50846  -1.68074  -6.33828  0.12
H  -2.93450  -0.86577  -6.28771  0.12
C  5.62901  -1.81385  -4.02637  -0.17
C  4.99711  -0.44240  -4.26421  -0.18
C  5.51791  -0.10847  -5.65651  -0.20
O  5.65930  -1.35387  -6.34178  -0.14
C  5.54463  -2.43355  -5.41563  -0.21
H  5.11642  -2.40783  -3.27135  0.10
H  6.67201  -1.70144  -3.72253  0.11
H  3.90918  -0.52420  -4.27330  0.11
H  5.27053  0.30230  -3.51957  0.11
H  6.49597  0.38294  -5.60625  0.12
H  4.84151  0.52996  -6.22601  0.12
H  4.58128  -2.93371  -5.56582  0.12
H  6.34023  -3.15242  -5.61582  0.11

Computed properties:
E_tot: -2382.74317 hartree
Total charge: 0
E_HOMO: -0.3279 hartree
SMILES: O=S(=O)(F)NCCCS.C1CCOC1.C1CCOC1.C1CCOC1.C1CCOC1.C1CCOC1
Maximum force: 0.59 eV Å⁻¹
LUMO energy: 0.5 eV
Energy relative to the best compared isomer or geometry (same formula, charge and spin): 0.0 kJ/mol



(3)
A molecular structure, C23H48IrNOP3Se in a non-equilibrium geometry. Source: OMol25; level of theory: the ωB97M-V functional and the def2-TZVPD basis.

Last column: Mulliken spin population.
Positions of all 78 atoms, in Å:
Ir  -0.60045  -0.41312  -0.20163  0.34
P  -1.97785  -0.76990  1.71573  0.14
P  0.42270  -2.44534  -0.52041  0.00
P  -2.27250  -0.81094  -1.60163  -0.04
H  0.52564  2.06441  -0.81627  0.01
C  -0.49201  1.67101  -0.90106  0.10
C  -1.27361  1.66568  0.29245  0.07
H  -0.81917  2.05356  1.21095  0.00
C  -1.40944  0.10938  3.22050  0.02
C  -2.10549  -2.51774  2.23157  0.02
C  -3.70718  -0.14225  1.68883  0.00
C  1.63255  -2.36650  -1.88893  0.04
C  1.53369  -3.06748  0.81858  0.01
C  -0.51724  -3.98191  -0.88459  0.01
C  -3.48790  0.55252  -1.79293  0.00
C  -3.40518  -2.20772  -1.19301  0.01
C  -1.79064  -1.18088  -3.33347  0.04
H  -1.03775  1.92425  -1.82287  0.01
H  -2.34613  1.84755  0.18728  0.00
H  -1.31907  1.18486  3.02585  0.00
H  -0.42219  -0.25018  3.54065  -0.01
H  -2.12808  -0.04994  4.03977  0.00
H  -1.11769  -2.99346  2.30449  0.00
H  -2.71048  -3.09671  1.52052  0.00
H  -2.58297  -2.56164  3.22377  0.00
H  -3.71599  0.92166  1.42432  0.00
H  -4.11937  -0.24014  2.70649  0.00
H  -4.35833  -0.68528  0.99567  0.00
H  2.29251  -3.24604  -1.84070  0.01
H  2.24652  -1.46535  -1.78259  0.00
H  1.13384  -2.34701  -2.86647  0.00
H  2.13491  -3.90894  0.44872  0.00
H  0.97070  -3.41940  1.69286  0.00
H  2.22219  -2.27005  1.12265  0.00
H  0.18828  -4.82224  -0.96957  0.00
H  -1.05924  -3.90619  -1.83433  0.00
H  -1.21401  -4.21173  -0.06803  0.00
H  -4.17084  0.27580  -2.60960  0.00
H  -3.00744  1.50165  -2.05738  0.00
H  -4.08492  0.68910  -0.88040  0.00
H  -4.09396  -2.32342  -2.04280  0.00
H  -4.00366  -2.01948  -0.29351  0.00
H  -2.86331  -3.15140  -1.06695  0.00
H  -2.68861  -1.05798  -3.95426  0.00
H  -1.42349  -2.21179  -3.43750  0.00
H  -1.01725  -0.48499  -3.70103  0.02
C  1.30611  2.31253  -4.55709  0.19
C  0.79804  3.49590  -3.99081  0.33
C  0.84620  4.69631  -4.71505  0.75
C  1.41247  4.72942  -6.00090  0.47
C  1.94111  3.55275  -6.55627  0.69
C  1.87898  2.35963  -5.84582  0.44
Se  1.33458  0.59455  -3.71859  1.04
H  0.54863  0.79958  -2.40295  0.07
H  0.37311  3.45970  -2.98559  0.10
H  0.44285  5.61567  -4.27544  0.02
H  1.44484  5.66422  -6.56488  0.00
H  2.40169  3.56586  -7.53981  0.02
H  2.27300  1.43841  -6.26905  0.02
O  1.32641  0.27933  0.98374  0.05
C  1.89539  0.33669  2.10786  0.00
C  2.79501  1.48846  2.47521  0.00
C  2.40015  2.14565  3.80338  0.00
C  2.98917  1.44643  5.03044  0.00
C  2.39702  0.07430  5.31985  0.00
C  2.59461  -0.91832  4.17768  0.00
N  1.70837  -0.63932  3.02940  0.00
H  3.82955  1.10841  2.51253  0.00
H  2.72953  2.22197  1.66222  0.00
H  2.75623  3.18397  3.78781  0.00
H  1.30441  2.19738  3.87834  0.00
H  4.07886  1.34682  4.89912  0.00
H  2.82369  2.08876  5.90574  0.00
H  2.88783  -0.34439  6.20542  0.00
H  1.33388  0.15550  5.56776  0.00
H  3.64510  -0.92071  3.83372  0.00
H  2.36845  -1.93297  4.53017  0.00
H  1.17463  -1.43676  2.66216  0.00

Computed properties:
⟨S²⟩: 8.779
E_tot: -4563.30506 hartree
Total charge: +4
E_HOMO (alpha / beta): -0.6642 / -0.7133 hartree
Maximum force: 5.64 eV Å⁻¹
LUMO energy (alpha / beta): -12.2 / -17.1 eV
Energy relative to the best compared isomer or geometry (same formula, charge and spin): 185.2 kJ/mol
Spin multiplicity: 6